Below is a cluster of 11 separate species, C21H64O21 in total, with properties calculated with ωB97M-V/def2-TZVPD.

CARTESIAN COORDINATES (ANGSTROEM)
O (1.692680, 0.534658, -2.927498)
C (1.436511, 0.517231, -4.323075)
C (0.851245, -0.789133, -4.777649)
O (-0.260331, -1.111966, -3.958680)
H (0.812964, 0.803539, -2.557183)
H (0.722961, 1.278710, -4.620330)
H (2.391780, 0.710931, -4.767959)
H (1.666135, -1.572053, -4.646861)
H (0.545322, -0.686372, -5.828253)
H (0.111822, -1.821047, -3.389482)
O (1.100345, -2.935168, -1.940830)
C (1.257348, -4.304226, -1.831901)
C (0.868037, -5.084202, -3.097285)
O (1.437818, -6.369189, -2.982109)
H (1.768355, -2.433722, -1.379231)
H (2.303454, -4.570031, -1.521447)
H (0.606020, -4.630228, -0.997264)
H (1.362861, -4.663572, -3.951370)
H (-0.198395, -4.990723, -3.364244)
H (0.763112, -6.967081, -2.718116)
O (-0.882249, 1.587938, -2.515756)
C (-1.443445, 2.880392, -2.127638)
C (-2.010033, 2.735217, -0.729590)
O (-2.982977, 1.652343, -0.761228)
H (-1.632135, 1.025223, -2.784674)
H (-0.597925, 3.578646, -2.327519)
H (-2.239887, 3.120842, -2.823987)
H (-2.570582, 3.597841, -0.304763)
H (-1.238100, 2.369219, 0.050532)
H (-3.181885, 1.360753, -1.606773)
O (1.032614, 0.061369, 4.572378)
C (1.030139, -1.017755, 5.417484)
C (1.021984, -2.308963, 4.648276)
O (2.318529, -2.434457, 4.075311)
H (0.956842, 0.810931, 5.098653)
H (1.927011, -1.006264, 6.085418)
H (0.261725, -0.994115, 6.205223)
H (0.181985, -2.325921, 3.961690)
H (0.971073, -3.158006, 5.374921)
H (2.467536, -2.001332, 3.188541)
O (-3.129853, -0.054549, -3.049991)
C (-3.092405, -1.250983, -2.287662)
C (-2.984627, -2.538101, -3.151239)
O (-4.018787, -2.273941, -4.129940)
H (-3.382238, -0.383137, -3.914288)
H (-2.295961, -1.221674, -1.489633)
H (-4.014480, -1.261768, -1.710918)
H (-3.212688, -3.429516, -2.524759)
H (-2.034164, -2.658512, -3.726352)
H (-3.732767, -2.772182, -4.912208)
O (3.277294, -1.629935, -0.646298)
C (4.583693, -1.113229, -0.998248)
C (4.430375, -0.569364, -2.359919)
O (4.032523, -1.630517, -3.257405)
H (3.221719, -1.644599, 0.306002)
H (4.897141, -0.298229, -0.265812)
H (5.310014, -1.931860, -1.024729)
H (5.380622, -0.211336, -2.815171)
H (3.731151, 0.340226, -2.411505)
H (3.150192, -1.872139, -3.004907)
O (1.783801, 3.454475, -2.793940)
C (2.916869, 3.955768, -2.170678)
C (2.495908, 4.478758, -0.795630)
O (2.365733, 3.474221, 0.154598)
H (1.833545, 2.460054, -2.796382)
H (3.665089, 3.183747, -1.918624)
H (3.514084, 4.663682, -2.771778)
H (1.541331, 5.036266, -0.867686)
H (3.237483, 5.263491, -0.489112)
H (3.112284, 2.895171, 0.360552)
O (-3.861382, -0.989662, 3.142374)
C (-3.754361, -0.479309, 4.473968)
C (-2.325010, -0.101412, 4.715883)
O (-1.856767, 0.960340, 3.895738)
H (-4.215721, -0.254951, 2.640536)
H (-4.253321, 0.465101, 4.577705)
H (-4.195652, -1.163616, 5.190706)
H (-1.711669, -1.001168, 4.575567)
H (-2.156624, 0.134736, 5.783444)
H (-1.618720, 0.542341, 3.065045)
O (1.815033, -0.603507, 1.976174)
C (1.089968, 0.108439, 0.971870)
C (-0.051587, -0.748243, 0.411969)
O (-1.035316, -0.645705, 1.381315)
H (1.500626, -0.260110, 2.912516)
H (0.643475, 1.055747, 1.313274)
H (1.722856, 0.285281, 0.127921)
H (0.392577, -1.775980, 0.375733)
H (-0.276958, -0.454698, -0.610154)
H (-1.890105, -1.113355, 1.218255)
O (1.555871, 3.883764, 2.834972)
C (0.270771, 3.586516, 3.380560)
C (0.466385, 3.446241, 4.872410)
O (1.526244, 2.655693, 5.064502)
H (1.626029, 3.775571, 1.860501)
H (-0.454604, 4.310088, 3.120095)
H (0.000887, 2.565688, 3.072454)
H (-0.439435, 3.020670, 5.338987)
H (0.642954, 4.442893, 5.277947)
H (2.218938, 2.861497, 4.438686)
C (-5.708137, -0.139633, 0.444857)
O (-4.939378, 0.881107, 1.190380)
H (-5.563685, -1.153872, 0.797741)
H (-6.836982, 0.003535, 0.499330)
H (-5.381013, 0.008964, -0.604073)
H (-4.159288, 0.980461, 0.618728)

Atomic forces in eV per Å
O -1.4626 0.7287 0.4358
C -0.0319 0.0825 -0.1410
C 1.3212 -0.7627 0.2039
O 0.4044 -1.0333 0.1706
H 0.4905 -0.4270 0.0959
H 0.0079 0.5476 0.2193
H 0.4639 0.0486 -0.7296
H -1.0404 0.6329 -0.5196
H 0.1122 -0.2871 0.1859
H -0.5929 0.5248 0.1471
O 0.6467 2.2935 -0.2008
C 0.2273 -1.2937 1.2726
C 0.8837 1.0524 0.1367
O -0.0854 0.1320 -0.3368
H -0.8221 -0.8587 -0.8676
H -0.7829 0.0933 -0.5960
H 0.2014 -0.3127 -0.2055
H 0.4325 0.6560 -0.4406
H 0.0994 -0.6086 0.5353
H -0.7218 -0.9515 0.4167
O -0.5336 0.6517 0.0658
C 1.3945 -0.6391 -0.3983
C -0.0024 -1.0814 1.4882
O 0.6122 1.0414 3.0249
H 0.4290 -0.2577 -0.0971
H -0.7759 -0.1863 0.8013
H -0.2973 0.1604 -0.1331
H 0.7266 -0.1888 -0.5583
H -0.8871 0.8643 -1.3771
H -0.5176 -0.6982 -2.7461
O -0.1888 -1.5859 -2.0771
C 0.5882 -1.3462 2.5490
C 1.1412 -0.0648 0.9561
O 0.5903 -0.2120 -1.5754
H 0.0826 2.8455 0.9160
H -0.0283 -0.1591 -0.7368
H -0.7023 0.1378 -0.6045
H -0.0030 -0.1898 -0.4378
H -0.2949 0.6179 -0.6241
H -0.9616 -0.5310 1.3950
O 0.6249 -0.2534 0.2267
C 1.0088 -0.8167 1.5746
C -0.3658 1.1613 -0.0207
O 0.5476 -1.0606 -0.5280
H -0.2932 0.2356 -0.6842
H -0.3606 0.1901 -1.0803
H -0.3066 -0.5043 -0.0834
H 0.1472 0.5244 -0.4258
H -0.4952 0.2381 0.9559
H -0.5445 0.3011 0.1289
O 0.4635 0.1098 -0.0239
C -0.1050 0.5246 1.1294
C 0.0937 1.4130 -2.2854
O 0.5748 0.9620 0.2202
H -0.2273 -0.0229 0.6341
H -0.3163 -1.0474 -0.7984
H -0.0294 0.1040 0.2676
H -0.3006 -0.2769 0.7012
H 0.7425 -1.5901 0.2468
H -0.8341 -0.2958 0.1772
O -0.1734 -1.5952 -0.9351
C 0.7030 -0.1657 1.4398
C 1.5199 2.1875 -0.7645
O -1.1690 -0.8871 1.0981
H -0.0721 1.0950 -0.0793
H -0.1959 -0.2388 -0.3292
H -0.7859 0.1810 0.0622
H 0.2879 -0.6669 0.0722
H -0.3016 -0.6206 0.0863
H 0.1919 0.6090 -0.6245
O -0.1623 -0.1625 0.6057
C 0.4184 0.5273 -0.6696
C 1.1616 -0.9716 1.1501
O -0.5611 -0.2581 0.5383
H -0.2887 0.3572 -0.7587
H -0.9422 0.4857 -0.1736
H 0.2915 -0.3257 0.1339
H 0.0944 0.0870 -0.2720
H -0.2175 0.3958 -0.3929
H 0.2033 -0.0238 -0.4742
O -0.8352 1.4305 1.8799
C -0.8215 -0.5613 -0.4014
C 2.0682 -0.8090 0.5988
O -2.4415 -0.2816 0.5931
H 0.7028 -0.6923 -2.0678
H 0.4054 -0.1987 0.1683
H 0.8374 0.3919 -0.3605
H -0.5874 0.4381 -0.1055
H -0.5952 0.3114 -0.0745
H 1.1609 0.3731 -0.0527
O 0.2317 0.4444 -0.2840
C 0.8302 -1.7482 -0.2972
C -1.9733 2.1981 -0.7667
O 1.9819 -2.4403 1.8363
H -0.3181 -0.0363 0.6323
H -0.9025 0.7518 -0.3455
H -0.4116 0.3259 -0.3545
H 0.3708 0.1071 -0.2147
H -0.0948 0.2996 0.3471
H 0.1797 0.2644 -0.4780
C -0.6616 1.5339 -0.3027
O -0.8992 -1.6653 -0.4537
H 0.5700 -0.1661 0.1213
H 1.5007 0.4104 0.0852
H -0.5359 -0.5853 0.3972
H 0.0888 0.5624 0.2413

orbital gap = 9.91 eV
SMILES string = OCCO.OCCO.OCCO.OCCO.OCCO.OCCO.OCCO.OCCO.OCCO.OCCO.CO
maximum force = 0.071 hartree/bohr
relative energy (zero: lowest compared OMol25 entry of this formula, charge and spin) = 13.1 kcal/mol
LUMO energy = 0.27 eV
molecular weight = 652.72 g mol⁻¹

Results of the Mulliken charge analysis, in e, for atoms 1 through 2:
1 O 0.81
2 C -0.54